Density functional theory data (the ωB97M-V functional and the def2-TZVPD basis) for the molecule C5H12NP at a distorted geometry.

```
19
Properties=species:S:1:pos:R:3:forces:R:3:mulliken_charge:R:1
C -0.374 2.387 1.034 -0.8 2.5 0.6 -0.90
C -0.306 0.945 0.845 2.2 -3.0 -5.9 0.44
P -0.699 -0.267 2.189 0.5 1.9 2.6 -0.17
N 0.043 0.500 -0.436 -1.6 4.2 5.9 -0.56
C 0.148 -0.857 -0.652 -2.5 -1.5 -1.0 0.96
C -0.773 -1.214 -1.866 -0.1 1.2 0.3 -1.51
C 1.517 -1.234 -1.077 0.2 -2.1 2.3 -1.61
H 0.622 2.838 1.437 -1.8 -0.7 -0.9 0.22
H -0.840 2.926 0.135 1.5 -0.7 0.9 0.27
H -1.163 2.574 1.793 0.7 0.1 0.0 0.36
H -1.185 0.881 3.104 0.4 -1.7 -1.1 0.05
H 0.592 -0.254 3.006 -1.3 0.0 -1.3 0.07
H -0.282 -1.424 0.262 1.2 0.2 -1.3 0.13
H -0.755 -0.399 -2.637 0.5 -0.6 0.7 0.33
H -0.301 -2.112 -2.289 -1.3 -0.1 0.0 0.37
H -1.825 -1.173 -1.510 0.5 -1.0 -0.5 0.36
H 1.834 -1.035 -2.054 -0.1 0.5 -1.6 0.34
H 1.559 -2.318 -0.865 0.5 0.3 -0.4 0.38
H 2.188 -0.763 -0.419 1.3 0.5 0.9 0.45
```
Positions in Å, forces in eV/Å.

Summary:
Orbital gap = 9.5 eV
HOMO = -9.00 eV
SMILES string = C/C(P)=N/C(C)C
Energy relative to the best compared isomer or geometry (same formula, charge and spin) = 2.191 eV


Density functional theory data (the ωB97M-V functional and the def2-TZVPD basis) for a 6-piece molecular cluster, C20H49BN11O11PS2 overall at a distorted geometry.

```
95
Properties=species:S:1:pos:R:3:forces:R:3:mulliken_charge:R:1
C -4.537 3.405 4.440 -0.5 0.0 0.6 -0.98
C -5.236 2.172 5.042 0.3 -0.2 0.0 -0.73
P -4.902 0.602 4.120 -0.6 0.2 -1.5 0.18
C -6.164 -0.566 4.809 0.6 0.4 0.9 -1.25
C -3.186 -0.034 4.519 0.1 -0.2 2.0 1.61
C -2.362 0.911 5.430 0.1 0.4 -0.6 -1.60
O -2.894 0.990 6.739 -0.5 0.0 -0.5 -0.12
O -1.823 0.706 7.597 1.0 -0.1 1.0 -0.50
O -2.380 -0.266 3.326 -1.0 -0.5 -0.2 -0.51
C -2.537 0.642 2.339 -0.9 -2.7 -1.3 0.02
O -2.325 1.775 2.482 0.8 4.1 1.1 -0.49
C -2.942 0.150 0.972 0.8 -0.5 -0.6 -0.69
C -2.069 0.851 -0.096 -0.3 -0.4 0.0 -0.66
C -1.782 -0.036 -1.319 0.8 0.0 -0.1 -0.69
S 0.044 -0.286 -1.368 0.3 0.5 0.1 -0.02
C 0.544 0.007 -3.049 -1.4 -0.7 -0.5 0.04
S -0.280 -0.737 -4.244 0.1 -0.1 -0.2 -0.23
N 1.606 0.844 -3.343 0.5 0.0 1.6 0.32
C 2.866 0.124 -3.578 0.4 -0.2 -0.3 -0.69
C 3.897 0.275 -2.439 -0.4 0.4 -0.4 -0.71
O 3.266 0.401 -1.193 -0.3 -0.2 -0.1 -0.34
C 2.568 1.637 -1.129 0.1 0.2 0.2 -0.69
C 1.748 1.961 -2.398 0.5 0.0 0.1 -0.69
B -3.218 -1.451 5.283 0.5 -0.8 -0.9 0.81
C -2.458 -2.706 4.676 -0.7 0.6 1.2 -1.01
O -3.854 -1.602 6.474 -0.6 0.3 0.2 -0.82
H -5.180 4.267 4.613 0.0 0.1 0.0 0.42
H -4.396 3.340 3.366 0.3 -0.2 -0.1 0.18
H -3.615 3.600 4.976 0.3 0.0 -0.3 0.23
H -6.310 2.335 4.965 -0.2 -0.3 -0.1 0.53
H -5.027 2.077 6.106 0.1 0.0 0.1 0.35
H -6.050 -0.640 5.889 0.0 -0.3 0.1 0.34
H -7.162 -0.170 4.646 0.0 0.2 -0.4 0.43
H -6.087 -1.555 4.366 0.0 0.0 -0.1 0.32
H -2.288 1.924 5.039 -0.2 0.0 -0.3 0.39
H -1.344 0.527 5.440 0.1 -0.1 0.3 0.61
H -2.180 0.075 8.239 -0.3 0.0 -0.3 0.32
H -3.989 0.383 0.799 -0.2 -0.1 0.3 0.29
H -2.790 -0.923 0.855 -0.2 -0.1 0.3 0.42
H -1.129 1.101 0.387 0.1 0.2 -0.1 0.24
H -2.507 1.781 -0.445 0.0 0.1 0.2 0.39
H -2.241 -1.019 -1.285 -0.2 0.0 0.0 0.49
H -2.025 0.439 -2.262 -0.2 0.0 -0.1 0.48
H 3.342 0.474 -4.496 0.0 -0.1 -0.1 0.13
H 2.625 -0.931 -3.672 0.0 0.0 -0.3 0.56
H 4.517 1.156 -2.649 0.1 0.0 0.2 0.38
H 4.525 -0.609 -2.434 0.1 0.0 0.1 0.35
H 1.909 1.582 -0.272 -0.1 -0.2 0.1 0.26
H 3.289 2.433 -0.912 0.1 0.1 -0.2 0.44
H 0.748 2.254 -2.106 -0.1 0.3 -0.1 0.30
H 2.214 2.786 -2.938 0.0 0.0 -0.1 0.43
H -1.427 -2.421 4.473 0.0 -0.2 -0.4 0.14
H -2.959 -3.109 3.799 0.2 0.0 -0.3 0.36
H -2.420 -3.480 5.455 -0.1 0.2 -0.5 0.39
H -4.003 -2.536 6.672 0.4 0.1 0.1 0.32
N 0.214 -6.645 4.645 -0.1 -0.1 -0.1 -0.41
C 0.064 -5.417 5.225 0.1 -0.1 0.0 0.63
N 1.227 -4.743 5.464 0.0 0.1 0.1 -0.38
O -1.028 -4.955 5.506 0.3 -0.5 0.2 -0.64
H 1.102 -7.042 4.405 0.0 0.0 0.0 0.16
H -0.621 -7.166 4.455 0.0 0.0 0.0 0.22
H 1.153 -3.837 5.888 0.0 0.0 0.0 0.21
H 2.135 -5.103 5.239 0.0 0.0 0.0 0.16
N 3.754 0.220 -9.434 0.1 -0.1 -0.1 -0.41
C 3.098 -0.378 -8.392 -0.3 0.3 0.0 0.71
N 2.852 0.430 -7.321 -0.1 -0.1 0.2 -0.28
O 2.766 -1.549 -8.423 -0.3 0.1 0.0 -0.68
H 4.042 1.180 -9.432 0.0 0.0 0.0 0.15
H 3.948 -0.345 -10.241 -0.1 0.1 0.0 0.24
H 2.370 0.019 -6.539 -0.1 0.0 -0.1 0.11
H 3.120 1.395 -7.278 0.0 0.0 0.0 0.15
N -0.053 4.165 -4.807 0.2 -0.1 0.0 -0.33
C -0.784 4.483 -3.698 0.0 0.1 -0.2 0.59
N -1.252 5.765 -3.656 -0.1 0.1 0.1 -0.42
O -1.001 3.677 -2.812 -0.1 -0.1 0.2 -0.57
H 0.139 4.808 -5.551 0.0 0.0 0.0 0.16
H 0.301 3.226 -4.867 -0.1 0.0 0.0 0.22
H -1.793 6.029 -2.853 0.0 0.0 0.0 0.23
H -1.085 6.443 -4.375 0.0 0.0 0.0 0.15
N 1.884 1.752 3.899 0.0 0.1 0.1 -0.31
C 2.737 1.005 3.133 -0.2 0.0 0.0 0.63
N 2.142 0.334 2.103 0.0 -0.2 -0.1 -0.24
O 3.933 0.944 3.353 0.1 0.0 0.0 -0.68
H 0.897 1.815 3.733 0.0 0.0 0.0 0.16
H 2.284 2.260 4.666 0.0 0.0 0.0 0.20
H 2.734 -0.225 1.514 0.0 0.1 -0.1 0.12
H 1.159 0.374 1.907 0.0 0.0 0.0 0.14
N 6.511 -4.486 -7.971 0.1 -0.2 0.0 -0.38
C 6.387 -3.228 -8.498 -0.1 0.1 0.0 0.57
N 5.150 -2.673 -8.384 0.6 -0.3 0.1 -0.16
O 7.322 -2.652 -9.032 0.1 0.0 0.0 -0.66
H 5.759 -4.979 -7.529 0.0 0.0 0.0 0.17
H 7.410 -4.925 -8.039 0.0 0.0 0.0 0.22
H 5.026 -1.756 -8.760 0.0 0.0 0.0 0.07
H 4.370 -3.128 -7.952 -0.1 0.1 -0.1 0.17
```
Positions in Å, forces in eV/Å.

Summary:
Orbital gap = 8.0 eV
HOMO = -8.01 eV
SMILES string = CCP(C)[C@](COO)(OC(=O)CCCSC(=S)N1CCOCC1)B(C)O.NC(N)=O.NC(N)=O.NC(N)=O.NC(N)=O.NC(N)=O


Density functional theory data (the ωB97M-V functional and the def2-TZVPD basis) for a 8-piece molecular cluster, C24H64O8 overall at a distorted geometry.

```
96
Properties=species:S:1:pos:R:3:forces:R:3:mulliken_charge:R:1
C 0.410 -0.731 0.996 0.1 0.1 -1.1 -1.20
C -0.789 -0.653 0.035 -0.6 0.3 1.3 0.64
C -0.590 -0.078 -1.351 0.9 0.5 -0.4 -0.51
O -1.434 -1.924 -0.027 0.1 -0.3 0.0 -0.60
H 0.960 0.210 0.908 0.0 0.0 0.2 0.19
H 1.104 -1.536 0.748 -0.1 -0.1 0.1 0.33
H 0.031 -0.839 2.009 0.2 -0.2 0.1 0.32
H -1.450 0.018 0.605 -0.2 0.1 -0.4 0.26
H 0.327 0.520 -1.417 0.0 0.0 0.2 0.14
H -1.381 0.611 -1.653 -0.2 -0.2 0.1 0.07
H -0.485 -0.847 -2.115 -0.1 -0.2 0.2 0.05
H -2.378 -1.814 0.106 0.0 0.0 0.0 0.30
C 3.142 -0.488 5.986 0.1 1.6 0.9 -0.87
C 2.103 0.593 6.328 -1.1 -0.3 -1.0 0.33
C 1.734 1.415 5.081 0.1 0.4 1.2 -1.17
O 0.870 -0.036 6.740 0.4 -0.2 0.2 -0.56
H 2.930 -0.860 4.990 -0.2 -0.6 0.2 0.02
H 3.164 -1.194 6.816 0.0 -0.5 -0.4 0.33
H 4.134 -0.025 5.972 0.0 0.0 -0.2 0.41
H 2.371 1.268 7.147 0.5 -0.1 -0.2 0.30
H 1.387 0.790 4.263 0.3 -0.1 -0.1 0.14
H 2.589 2.046 4.836 0.0 -0.1 -0.5 0.35
H 0.915 2.084 5.350 0.0 0.0 0.0 0.36
H 1.100 -0.532 7.536 -0.3 0.0 -0.1 0.30
C -1.812 -0.217 -6.151 -0.6 -0.5 -1.2 -1.42
C -2.458 -1.577 -5.790 0.5 1.4 1.7 0.49
C -2.127 -1.852 -4.317 0.6 0.2 0.0 -0.82
O -3.853 -1.624 -5.994 -0.4 -0.3 -0.3 -0.57
H -1.851 0.568 -5.399 0.0 -0.3 0.4 0.28
H -2.332 0.193 -7.025 0.1 -0.1 -0.1 0.47
H -0.792 -0.421 -6.474 0.1 0.3 0.2 0.38
H -1.978 -2.352 -6.385 -0.3 -0.1 -0.2 0.25
H -1.036 -1.791 -4.230 0.0 -0.8 0.0 0.25
H -2.550 -2.794 -3.972 0.3 -0.1 0.0 0.38
H -2.390 -1.077 -3.590 -0.7 0.2 -0.5 0.00
H -4.233 -0.746 -6.068 0.2 0.1 0.0 0.32
C -4.034 2.740 -1.988 0.1 0.1 0.2 -1.19
C -4.910 2.107 -3.058 -1.5 1.2 0.6 0.81
C -5.760 0.961 -2.504 1.4 -0.3 -0.3 -1.45
O -5.828 3.172 -3.471 0.5 -0.5 -0.2 -0.55
H -4.639 3.368 -1.333 -0.3 -0.2 0.0 0.36
H -3.302 3.430 -2.409 0.2 -0.3 -0.1 0.34
H -3.567 1.989 -1.347 0.3 0.0 -0.2 0.17
H -4.347 1.808 -3.945 0.1 -0.2 0.2 0.03
H -6.427 1.261 -1.699 -0.1 0.2 -0.1 0.43
H -5.045 0.242 -2.089 -0.3 -0.2 0.0 0.32
H -6.291 0.474 -3.323 -0.2 0.0 0.2 0.41
H -6.694 2.758 -3.504 -0.2 0.2 -0.2 0.31
C 2.788 -0.436 -3.895 -0.3 -0.6 0.3 -1.03
C 3.473 0.596 -4.760 -0.3 1.1 0.3 0.61
C 2.707 1.929 -4.776 -0.5 -0.3 -0.1 -1.08
O 4.772 0.806 -4.236 0.4 -0.6 0.5 -0.55
H 1.749 -0.622 -4.179 0.1 0.1 -0.4 0.11
H 2.718 -0.195 -2.832 0.4 0.4 -0.1 0.28
H 3.320 -1.385 -3.983 0.0 0.0 0.1 0.38
H 3.539 0.173 -5.767 0.0 0.2 -0.2 0.13
H 3.244 2.769 -5.221 0.2 -0.2 -0.3 0.40
H 2.431 2.271 -3.775 0.1 -0.3 0.2 0.19
H 1.769 1.790 -5.321 0.0 0.1 -0.1 0.26
H 5.209 1.568 -4.618 -0.2 0.1 -0.3 0.31
C 5.199 -2.441 3.732 1.0 0.0 -0.4 -1.39
C 4.312 -3.478 3.042 0.2 2.3 1.1 0.56
C 3.438 -4.136 4.091 -0.7 0.1 0.4 -1.26
O 3.441 -2.716 2.190 -0.4 -0.8 -0.4 -0.47
H 5.864 -1.985 2.987 -0.1 0.0 0.0 0.44
H 5.866 -2.896 4.469 -0.2 0.0 0.1 0.43
H 4.626 -1.630 4.164 -0.1 -0.1 0.2 0.22
H 5.015 -4.117 2.505 -0.6 -0.5 -0.2 0.27
H 2.549 -3.536 4.324 -0.1 0.1 -1.0 0.31
H 3.838 -4.068 5.108 0.8 -0.8 -0.3 0.33
H 3.119 -5.130 3.787 0.0 -0.1 0.4 0.33
H 3.919 -2.054 1.683 0.3 -0.2 0.1 0.28
C -4.270 -2.831 4.714 1.0 0.5 -0.2 -1.29
C -4.124 -2.751 3.190 -0.4 -0.4 0.2 0.47
C -3.144 -3.782 2.628 0.0 0.2 0.4 -1.23
O -5.406 -2.886 2.570 0.0 -0.1 0.1 -0.55
H -4.617 -3.804 5.063 -0.4 0.1 0.0 0.38
H -4.853 -1.971 5.041 -0.5 -0.4 0.1 0.33
H -3.293 -2.664 5.182 0.0 -0.2 -0.1 0.32
H -3.805 -1.720 3.002 0.1 -0.2 -0.5 0.24
H -3.241 -3.993 1.564 0.0 0.7 -0.1 0.30
H -3.312 -4.770 3.073 0.2 0.2 0.4 0.42
H -2.152 -3.396 2.870 0.2 -0.5 -0.2 0.28
H -5.718 -3.763 2.831 -0.1 0.2 -0.2 0.33
C 2.269 5.879 -1.216 -0.1 0.1 -0.1 -1.47
C 2.180 5.104 0.074 0.7 0.7 0.7 0.53
C 1.618 3.701 -0.008 -0.5 -1.1 -0.7 -1.09
O 3.457 5.094 0.744 0.0 0.0 -0.1 -0.57
H 2.612 6.901 -1.046 -0.1 0.0 0.2 0.39
H 1.255 5.927 -1.620 0.3 0.0 -0.5 0.36
H 3.002 5.447 -1.904 -0.4 -0.3 -0.2 0.35
H 1.579 5.717 0.755 -0.2 -0.3 0.0 0.23
H 2.341 2.972 0.356 -0.1 0.2 0.6 0.37
H 1.393 3.277 -0.996 0.2 0.7 -0.3 0.25
H 0.656 3.596 0.496 0.2 0.0 0.4 0.32
H 4.162 5.021 0.092 -0.1 -0.1 0.0 0.32
```
Positions in Å, forces in eV/Å.

Summary:
Orbital gap = 10.6 eV
HOMO = -10.12 eV
SMILES string = CC(C)O.CC(C)O.CC(C)O.CC(C)O.CC(C)O.CC(C)O.CC(C)O.CC(C)O
Energy relative to the best compared isomer or geometry (same formula, charge and spin) = 3.048 eV


Density functional theory data (the ωB97M-V functional and the def2-TZVPD basis) for C29H41MoN9P as an isolated structure at a distorted geometry.

```
81
Properties=species:S:1:pos:R:3:forces:R:3:mulliken_charge:R:1
Mo -0.934 0.165 1.718 -0.5 0.2 -1.4 0.41
N -4.911 1.419 0.598 -0.1 -0.1 0.0 0.10
C -3.685 1.434 1.047 0.0 -0.2 0.0 -0.33
N -3.006 0.334 1.360 0.1 0.1 0.2 -0.18
C -3.631 -0.925 1.222 -0.1 -0.1 -0.1 0.42
N -3.016 -2.013 1.582 0.4 0.4 0.1 -1.19
N -1.802 -1.659 2.151 -0.5 0.0 -0.4 0.59
C -1.186 -2.447 2.941 0.5 -0.1 0.5 -0.23
C -0.114 -1.814 3.755 -0.7 -0.1 -0.5 0.76
C 0.553 -2.471 4.750 0.3 0.0 0.4 -0.82
C 1.381 -1.725 5.604 -0.1 -0.3 -0.1 -0.25
C 1.484 -0.363 5.430 0.0 0.2 -0.1 -0.97
C 0.796 0.233 4.376 0.2 -0.2 0.1 0.09
N 0.024 -0.471 3.545 0.3 -0.2 0.1 -0.26
C -4.983 -0.973 0.710 0.1 -0.2 0.0 0.57
C -5.670 -2.181 0.538 0.0 0.0 0.0 -0.37
C -6.963 -2.166 0.064 0.0 0.0 0.0 -0.81
C -7.589 -0.953 -0.239 -0.1 0.0 0.0 -0.42
C -6.930 0.250 -0.072 0.0 0.0 0.0 -0.94
C -5.630 0.220 0.401 0.0 0.4 0.0 0.41
H -5.360 2.303 0.392 -0.1 0.0 0.0 0.30
H -3.202 2.394 1.159 0.0 0.0 0.0 0.47
H -1.518 -3.472 3.088 0.0 0.1 0.1 0.51
H 0.417 -3.535 4.890 0.0 0.0 0.0 0.48
H 1.916 -2.219 6.406 0.0 0.0 0.0 0.49
H 2.086 0.247 6.090 0.0 0.0 0.0 0.45
H 0.874 1.297 4.194 0.0 0.0 0.0 0.49
H -5.176 -3.111 0.781 0.0 0.0 0.0 0.52
H -7.500 -3.094 -0.069 0.0 0.0 0.0 0.46
H -8.606 -0.952 -0.607 0.0 0.0 0.0 0.44
H -7.418 1.189 -0.304 0.0 0.0 0.0 0.42
N -0.436 0.090 0.057 0.6 0.0 1.1 -0.36
P 0.911 0.449 -0.909 -0.1 0.0 0.0 -1.46
N 1.519 1.721 -0.069 0.2 0.2 0.2 0.84
C 2.832 2.291 -0.515 -0.1 0.1 0.0 -0.91
C 3.874 2.080 0.571 0.0 0.0 0.0 -0.68
C 3.496 2.868 1.836 0.0 0.1 0.0 -0.85
C 1.970 3.034 1.957 0.1 0.0 -0.1 -1.02
C 1.282 1.813 1.365 0.1 -0.1 0.0 -0.88
N 1.760 -0.911 -1.009 0.2 -0.5 0.0 1.09
C 1.705 -1.952 0.059 0.0 0.0 -0.1 -0.05
C 2.784 -3.003 -0.162 0.0 0.0 0.0 -1.05
C 2.709 -3.559 -1.579 0.0 0.0 0.0 -0.80
C 2.867 -2.438 -2.631 0.0 -0.1 0.0 -0.70
C 2.878 -1.056 -1.996 -0.1 0.0 0.1 -0.95
N 0.623 0.986 -2.387 -0.5 0.1 -0.3 1.06
C 0.224 2.418 -2.614 0.1 -0.1 0.0 -0.50
C -0.232 2.624 -4.053 0.0 0.0 0.0 -0.88
C 0.723 1.949 -5.029 0.0 0.0 0.0 -0.70
C 0.773 0.425 -4.792 0.0 0.1 0.0 -0.65
C 0.156 0.045 -3.453 0.2 0.1 0.1 -0.97
H 2.698 3.351 -0.732 0.0 0.0 0.0 0.51
H 3.115 1.810 -1.451 0.0 -0.1 0.0 0.62
H 4.856 2.379 0.208 0.0 0.0 0.0 0.50
H 3.937 1.008 0.786 0.0 0.0 0.0 0.16
H 3.945 3.861 1.810 0.0 0.0 0.0 0.38
H 3.894 2.371 2.722 0.0 0.0 0.0 0.34
H 1.628 3.911 1.404 0.0 0.0 0.0 0.40
H 1.667 3.183 2.993 0.0 0.0 0.0 0.45
H 0.178 1.949 1.551 -0.2 0.3 -0.1 0.82
H 1.638 0.913 1.888 0.0 0.0 0.0 0.35
H 0.724 -2.434 0.028 0.0 0.0 0.0 0.20
H 1.835 -1.497 1.046 0.0 0.1 0.0 -0.02
H 2.637 -3.797 0.571 0.0 0.0 0.0 0.47
H 3.770 -2.577 0.036 0.0 0.0 0.0 0.37
H 1.750 -4.064 -1.710 0.0 0.0 0.0 0.36
H 3.475 -4.320 -1.717 0.0 0.0 0.0 0.38
H 2.063 -2.492 -3.367 0.0 0.0 0.0 0.18
H 3.798 -2.552 -3.186 0.0 0.0 0.0 0.48
H 2.761 -0.289 -2.758 0.0 0.0 0.0 0.54
H 3.821 -0.860 -1.484 0.0 0.0 0.0 0.53
H 1.093 3.046 -2.424 0.0 0.0 0.0 0.28
H -0.559 2.708 -1.910 0.0 0.0 0.0 0.31
H -0.266 3.699 -4.232 0.0 0.0 0.0 0.43
H -1.252 2.257 -4.190 0.0 0.0 0.0 0.38
H 1.719 2.382 -4.910 0.0 0.0 0.0 0.34
H 0.420 2.164 -6.052 0.0 0.0 0.0 0.37
H 1.804 0.069 -4.835 0.0 0.0 0.0 0.18
H 0.230 -0.110 -5.572 0.0 0.0 0.0 0.50
H 0.435 -0.968 -3.173 0.0 0.0 0.0 0.49
H -0.934 0.083 -3.488 0.0 0.0 0.0 0.51
```
Positions in Å, forces in eV/Å.

Summary:
Orbital gap = 6.8 eV
HOMO = -16.74 eV
Net charge = +3


Number 1: energy -16155.840 eV. Number 2: energy -92085.697 eV. Number 3: energy -42303.510 eV. Number 4: energy -55271.025 eV.